Computed, not measured: a 13-piece molecular cluster, C43H64O19 overall at a distorted geometry, with ωB97M-V with the def2-TZVPD basis set.

Its calculated total energy is -3105.7722 a.u. The maximum force comes out at 0.35438 hartree/bohr. Its lowest unoccupied orbital energy is 0.151 eV. The HOMO energy comes out at -7.41 eV. As for the HOMO-LUMO gap: 7.56 eV.

Structure (ORCA input):
```
! RIJCOSX wB97M-V def2-TZVPD def2/J DEFGRID3
* xyz 0 1
C 6.025 -0.919 3.352
O 5.307 -2.018 3.913
H 5.920 -0.005 4.011
H 5.670 -0.544 2.284
H 7.113 -1.385 3.276
H 6.051 -2.700 4.217
C -0.387 -1.833 5.066
O -0.342 -2.165 3.690
H 0.274 -2.557 5.606
H -1.308 -2.064 5.321
H -0.012 -0.922 5.446
H 0.062 -1.481 3.319
C 3.273 -0.976 6.678
O 3.521 -0.080 5.575
H 3.119 -1.941 6.319
H 2.260 -0.861 7.040
H 3.825 -0.922 7.591
H 3.797 -0.587 4.945
C -2.655 -2.444 1.229
O -2.035 -1.202 1.554
H -2.288 -2.767 0.316
H -3.844 -2.357 1.241
H -2.435 -3.121 1.869
H -2.102 -0.853 2.256
C -3.724 0.848 -1.161
O -2.449 0.117 -1.012
H -3.704 1.057 -2.077
H -3.568 1.756 -0.655
H -4.462 0.013 -0.711
H -2.455 -0.256 -0.084
C 1.614 -1.616 -5.002
O 1.143 -0.654 -4.074
H 2.319 -1.409 -5.960
H 0.770 -2.114 -5.192
H 1.983 -2.432 -4.389
H 1.480 -0.810 -3.190
C 2.300 4.118 1.857
O 3.197 5.112 2.287
H 2.035 3.114 2.366
H 2.674 3.756 0.788
H 1.278 4.506 1.608
H 2.958 5.616 2.933
C 5.439 -3.000 -4.505
C 6.253 -2.017 -3.779
C 6.034 -1.913 -2.406
C 5.210 -2.841 -1.737
C 4.481 -3.826 -2.369
C 4.521 -3.867 -3.819
O 3.730 -4.668 -4.475
O 6.647 -1.046 -1.682
H 5.620 -3.000 -5.445
H 7.037 -1.478 -4.246
H 5.125 -2.874 -0.548
H 3.727 -4.619 -1.924
H 3.264 -5.320 -3.994
H 6.950 -0.425 -2.087
C -1.833 -4.326 -3.485
C -0.871 -5.306 -3.351
C 0.415 -5.034 -2.765
C 0.661 -3.733 -2.392
C -0.382 -2.685 -2.351
C -1.596 -3.070 -2.865
O -2.628 -2.090 -2.855
O 1.308 -5.977 -2.729
H -2.793 -4.554 -3.761
H -1.106 -6.162 -3.802
H 1.594 -3.680 -1.759
H -0.272 -1.742 -1.998
H -2.365 -1.250 -2.273
H 0.957 -6.807 -3.034
C -4.907 0.188 5.258
C -3.708 0.455 4.585
C -3.230 1.764 4.481
C -4.009 2.820 4.950
C -5.203 2.565 5.529
C -5.702 1.215 5.752
O -6.855 1.033 6.409
O -2.154 2.003 3.676
H -4.989 -0.908 5.579
H -3.167 -0.385 4.080
H -3.690 3.837 4.842
H -5.927 3.316 6.165
H -7.371 0.243 6.263
H -1.839 2.929 3.314
C -2.412 3.224 -5.046
C -3.618 3.083 -5.797
C -4.087 1.876 -6.244
C -3.319 0.638 -5.741
C -2.222 0.742 -5.004
C -1.754 2.032 -4.567
O -0.668 2.117 -3.768
O -5.351 1.773 -6.616
H -2.092 4.256 -4.843
H -4.121 4.065 -6.094
H -3.540 -0.441 -5.936
H -1.900 -0.226 -4.733
H -0.129 1.224 -3.974
H -5.530 1.030 -7.088
C -1.592 4.237 -0.815
C -1.102 4.103 0.479
C -1.825 4.720 1.552
C -2.858 5.540 1.190
C -3.317 5.739 -0.045
C -2.750 5.001 -1.151
O -3.584 4.895 -2.299
O -1.485 4.486 2.889
H -1.160 3.511 -1.688
H -0.301 3.559 0.501
H -3.461 6.229 1.820
H -4.109 6.403 -0.171
H -3.504 3.993 -2.509
H -1.254 5.400 3.345
C 0.735 0.514 0.832
C 1.293 0.348 -0.516
C 2.547 -0.346 -0.654
C 3.279 -0.792 0.462
C 2.790 -0.393 1.737
C 1.560 0.114 1.969
O 1.187 0.528 3.146
O 2.898 -0.665 -1.951
H -0.247 0.882 1.126
H 0.640 0.622 -1.210
H 4.286 -1.140 0.492
H 3.238 -0.539 2.682
H 0.468 1.159 3.226
H 3.735 -1.329 -1.858
*
```

---

Computed, not measured: C43H65BBr2O11 as an isolated structure at a distorted geometry, with ωB97M-V with the def2-TZVPD basis set.

Its calculated total energy is -7677.9351 a.u. The maximum force comes out at 0.08172 hartree/bohr. Its lowest unoccupied orbital energy is -0.467 eV. The HOMO energy comes out at -8.67 eV. As for the HOMO-LUMO gap: 8.20 eV.

Structure (ORCA input):
```
! RIJCOSX wB97M-V def2-TZVPD def2/J DEFGRID3
* xyz 0 1
C -5.081 0.380 -5.147
C -4.762 1.579 -4.292
O -3.449 2.081 -4.600
C -2.918 2.869 -3.601
C -3.629 3.811 -2.991
C -3.045 4.521 -2.021
C -1.780 4.266 -1.698
C -1.034 3.339 -2.328
C -1.632 2.621 -3.318
B -0.980 1.478 -4.183
O -1.388 0.185 -3.896
C 0.022 1.739 -5.355
C 0.630 0.421 -5.846
C 0.409 3.183 -1.871
O 1.323 3.056 -2.664
C 0.567 3.278 -0.370
C -0.252 4.188 0.213
C -0.226 4.362 1.517
C 0.546 3.665 2.329
O 0.589 3.860 3.663
C -0.655 4.119 4.329
C -1.480 2.890 4.661
C -2.236 2.335 3.472
O -2.448 3.357 5.613
C 1.393 2.747 1.790
C 2.272 2.007 2.745
Br 1.236 0.901 3.978
C 3.237 2.998 3.525
C 4.650 2.433 3.469
Br 2.854 3.056 5.443
C 1.432 2.552 0.426
C 2.411 1.551 -0.169
O 1.759 0.317 -0.570
C 2.660 -0.585 -1.142
C 3.024 -0.485 -2.436
C 3.916 -1.330 -2.991
C 4.401 -1.252 -4.400
C 4.441 -2.298 -2.226
C 4.073 -2.426 -0.956
C 3.200 -1.582 -0.405
C 2.871 -1.781 1.060
C 2.770 -3.267 1.409
C 4.074 -1.268 1.832
C -1.148 5.007 -0.611
O -1.347 6.195 -0.394
H -5.491 0.669 -6.106
H -5.837 -0.201 -4.640
H -4.219 -0.251 -5.328
H -4.818 1.320 -3.246
H -5.477 2.352 -4.539
H -4.645 3.996 -3.262
H -3.601 5.283 -1.514
H -2.237 0.067 -4.336
H -0.494 2.165 -6.212
H 0.836 2.390 -5.062
H 1.546 0.680 -6.358
H -0.015 -0.085 -6.544
H 0.922 -0.227 -5.034
H -0.870 5.119 1.923
H -1.277 4.853 3.833
H -0.389 4.546 5.283
H -0.907 2.153 5.191
H -1.565 1.855 2.775
H -2.998 1.633 3.790
H -2.741 3.164 2.984
H -3.241 3.613 5.139
H 2.877 1.283 2.259
H 3.252 3.989 3.102
H 5.255 2.889 4.238
H 4.565 1.395 3.737
H 5.075 2.501 2.476
H 3.248 1.334 0.473
H 2.834 1.984 -1.067
H 2.605 0.294 -3.054
H 3.596 -1.272 -5.110
H 5.063 -0.413 -4.567
H 5.004 -2.127 -4.597
H 5.171 -2.967 -2.644
H 4.528 -3.207 -0.383
H 1.965 -1.249 1.318
H 3.772 -3.652 1.524
H 2.243 -3.832 0.652
H 2.287 -3.419 2.367
H 4.309 -0.242 1.615
H 4.938 -1.879 1.613
H 3.913 -1.364 2.901
C 0.280 -3.448 -7.122
C 1.699 -3.986 -7.120
O 2.537 -3.208 -6.268
H 0.268 -2.409 -7.453
H -0.362 -4.035 -7.782
H -0.141 -3.471 -6.114
H 2.125 -3.942 -8.122
H 1.717 -5.025 -6.782
H 2.168 -3.258 -5.381
C -3.597 -0.988 6.361
C -2.219 -1.394 6.846
O -1.218 -1.098 5.872
H -3.840 -1.504 5.430
H -4.357 -1.226 7.106
H -3.633 0.085 6.155
H -2.177 -2.465 7.032
H -1.974 -0.871 7.778
H -1.244 -0.150 5.713
C -2.676 -1.456 11.542
C -3.607 -0.471 10.859
O -4.583 -1.144 10.066
H -2.171 -2.077 10.801
H -1.923 -0.938 12.137
H -3.236 -2.126 12.198
H -3.049 0.182 10.191
H -4.118 0.151 11.602
H -5.091 -1.715 10.649
C -1.512 -6.946 -6.094
C -0.089 -7.474 -6.071
O 0.738 -6.699 -5.205
H -1.526 -5.906 -6.420
H -2.139 -7.534 -6.766
H -1.951 -6.977 -5.094
H 0.354 -7.424 -7.064
H -0.073 -8.517 -5.739
H 0.362 -6.747 -4.322
*
```

---

Computed, not measured: C43H66Cl2N4O3Ti as an isolated structure at a distorted geometry, with ωB97M-V with the def2-TZVPD basis set.

Its calculated total energy is -3892.3726 a.u. The maximum force comes out at 0.04444 hartree/bohr. Its lowest unoccupied orbital energy is -5.816 eV. The HOMO energy comes out at -13.21 eV. The calculation puts the energy relative to the best compared isomer or geometry (same formula, charge and spin) at 166.32 kJ/mol. As for the HOMO-LUMO gap: 7.40 eV.

Structure (ORCA input):
```
! RIJCOSX wB97M-V def2-TZVPD def2/J DEFGRID3
* xyz 2 1
Ti 1.338 -0.471 -1.532
C 3.429 -3.316 -2.329
N 2.230 -3.136 -1.501
C 2.530 -3.659 -0.159
C 1.061 -3.830 -2.072
C -0.033 -2.867 -2.508
N -0.301 -1.737 -1.549
C -1.433 -0.915 -2.132
C -1.920 0.157 -1.195
C -3.254 0.277 -0.884
C -3.692 1.277 -0.015
C -2.723 2.100 0.537
C -1.352 2.016 0.259
C -0.984 1.038 -0.649
O 0.308 0.809 -1.096
C -0.419 2.986 1.008
C 1.059 2.872 0.621
C -0.861 4.431 0.733
C -0.524 2.676 2.511
C -5.180 1.423 0.288
C -5.694 0.124 0.929
C -5.461 2.583 1.243
C -5.932 1.680 -1.028
C -0.709 -2.239 -0.184
C -0.081 -1.659 1.082
C -0.829 -1.893 2.219
C -0.341 -1.622 3.490
C 0.943 -1.108 3.565
C 1.756 -0.839 2.458
C 1.208 -1.110 1.200
O 1.911 -0.903 0.011
C 3.178 -0.331 2.797
C 3.065 0.919 3.691
C 3.914 -1.449 3.554
C 4.042 0.068 1.602
C -1.200 -1.921 4.720
C -1.581 -3.411 4.718
C -0.463 -1.613 6.023
C -2.474 -1.061 4.658
H 3.223 -3.046 -3.361
H 4.232 -2.687 -1.944
H 3.776 -4.353 -2.312
H 2.816 -4.713 -0.207
H 1.673 -3.559 0.501
H 3.357 -3.096 0.274
H 0.663 -4.534 -1.344
H 1.335 -4.423 -2.944
H -0.956 -3.426 -2.670
H 0.238 -2.415 -3.454
H -2.259 -1.583 -2.369
H -1.079 -0.470 -3.068
H -3.961 -0.423 -1.323
H -3.038 2.863 1.237
H 1.215 3.129 -0.432
H 1.445 1.872 0.808
H 1.630 3.577 1.232
H -0.846 4.646 -0.340
H -0.179 5.126 1.231
H -1.867 4.633 1.105
H -0.197 1.649 2.717
H -1.549 2.784 2.876
H 0.109 3.363 3.081
H -5.153 -0.089 1.857
H -5.582 -0.733 0.259
H -6.756 0.220 1.170
H -4.991 2.428 2.218
H -6.538 2.661 1.404
H -5.121 3.538 0.830
H -5.844 0.838 -1.720
H -5.548 2.577 -1.524
H -6.995 1.834 -0.825
H -0.549 -3.314 -0.164
H -1.780 -2.088 -0.098
H -1.824 -2.318 2.103
H 1.357 -0.902 4.544
H 2.573 0.713 4.643
H 2.501 1.707 3.181
H 4.065 1.303 3.915
H 3.410 -1.710 4.488
H 4.930 -1.126 3.798
H 3.980 -2.355 2.942
H 3.583 0.889 1.051
H 4.231 -0.761 0.921
H 5.008 0.417 1.979
H -0.686 -4.039 4.686
H -2.215 -3.670 3.866
H -2.134 -3.654 5.629
H 0.443 -2.219 6.129
H -1.115 -1.847 6.867
H -0.193 -0.555 6.099
H -3.053 -1.262 3.751
H -2.221 0.004 4.673
H -3.114 -1.273 5.520
C 4.219 -0.654 -4.398
C 2.721 -0.568 -4.376
O 2.022 -0.798 -3.337
N 2.126 -0.297 -5.508
C 0.684 -0.131 -5.703
C 0.096 1.132 -5.091
C -1.086 1.630 -5.618
C -1.655 2.751 -5.035
C -1.003 3.355 -3.971
C 0.188 2.801 -3.536
N 0.724 1.695 -4.063
H 4.615 -0.780 -3.404
H 4.644 0.247 -4.847
H 4.517 -1.510 -5.007
H 2.717 -0.148 -6.308
H 0.184 -1.019 -5.317
H 0.503 -0.103 -6.773
H -1.549 1.158 -6.478
H -2.585 3.155 -5.419
H -1.407 4.239 -3.494
H 0.748 3.260 -2.726
Cl 3.346 1.226 -1.680
C 3.995 2.902 -1.508
Cl 3.717 3.830 -2.961
H 5.054 2.792 -1.335
H 3.485 3.362 -0.675
*
```

---

Computed, not measured: C43H67AuGeN7OP3 as an isolated structure at a distorted geometry, with ωB97M-V with the def2-TZVPD basis set.

Its calculated total energy is -5373.1536 a.u. The maximum force comes out at 0.05821 hartree/bohr. As for the expectation value of S²: 0.79. Its lowest unoccupied orbital energy (spin up / spin down) is -9.445 / -9.758 eV. The HOMO energy (spin up / spin down) comes out at -14.61 / -14.65 eV. As for the HOMO-LUMO gap (spin up / spin down): 5.17 / 4.89 eV.

Structure (ORCA input):
```
! RIJCOSX wB97M-V def2-TZVPD def2/J DEFGRID3
* xyz 3 2
Au -1.124 0.054 0.157
C -3.103 -2.107 2.343
C -2.763 -2.819 1.031
C -3.809 -2.529 -0.049
P -1.108 -2.265 0.436
C 0.047 -2.766 1.782
N 0.181 -1.842 2.878
Ge 0.380 0.106 2.618
N -1.483 1.308 3.295
C -2.255 2.121 2.392
P -1.405 2.316 0.768
C 0.088 3.370 1.134
C 0.472 4.203 -0.090
C -0.037 4.219 2.400
C -2.590 3.280 -0.264
C -3.655 2.338 -0.839
C -3.226 4.470 0.453
C -2.054 0.892 4.416
C -3.386 1.213 4.814
C -3.970 0.569 5.872
C -3.259 -0.410 6.580
C -1.927 -0.681 6.264
C -1.308 -0.002 5.242
N 0.084 -0.114 4.925
C 0.643 -1.431 5.175
C 1.187 -1.793 6.397
C 1.567 -3.105 6.624
C 1.408 -4.038 5.609
C 0.927 -3.665 4.365
C 0.554 -2.337 4.109
C 0.896 0.928 5.490
C 0.633 1.579 6.676
C 1.559 2.492 7.174
C 2.754 2.742 6.489
C 3.004 2.144 5.278
C 2.054 1.250 4.733
N 2.096 0.705 3.510
C 3.075 1.001 2.507
P 2.452 -0.009 1.087
C 3.586 -1.484 1.056
C 5.039 -1.171 0.696
C 3.489 -2.194 2.410
C 2.664 1.012 -0.448
C 2.552 0.084 -1.660
C 3.917 1.885 -0.501
C -0.628 -3.412 -0.927
C 0.715 -2.965 -1.517
C -0.617 -4.889 -0.538
H -4.148 -2.284 2.601
H -2.951 -1.028 2.246
H -2.491 -2.468 3.171
H -2.705 -3.896 1.205
H -3.793 -1.471 -0.329
H -4.805 -2.767 0.323
H -3.642 -3.143 -0.937
H 1.015 -2.940 1.288
H -0.328 -3.725 2.143
H -2.467 3.105 2.822
H -3.216 1.642 2.170
H 0.880 2.626 1.297
H -0.256 4.992 -0.279
H 0.555 3.575 -0.979
H 1.436 4.683 0.084
H -0.900 4.884 2.371
H 0.849 4.849 2.492
H -0.098 3.601 3.297
H -1.972 3.644 -1.091
H -4.321 1.969 -0.055
H -3.200 1.485 -1.345
H -4.266 2.881 -1.559
H -3.881 4.143 1.262
H -3.842 5.022 -0.258
H -2.485 5.164 0.848
H -3.939 1.966 4.271
H -4.985 0.808 6.161
H -3.730 -0.937 7.399
H -1.377 -1.408 6.846
H 1.302 -1.057 7.183
H 1.965 -3.397 7.584
H 1.686 -5.069 5.783
H 0.877 -4.412 3.586
H -0.268 1.365 7.234
H 1.359 2.996 8.109
H 3.482 3.419 6.915
H 3.918 2.354 4.739
H 4.079 0.695 2.813
H 3.099 2.064 2.245
H 3.165 -2.138 0.286
H 5.458 -0.377 1.316
H 5.158 -0.899 -0.350
H 5.636 -2.069 0.869
H 4.046 -1.657 3.181
H 3.919 -3.193 2.335
H 2.456 -2.292 2.751
H 1.778 1.656 -0.442
H 3.411 -0.584 -1.734
H 2.515 0.679 -2.573
H 1.643 -0.520 -1.607
H 4.831 1.295 -0.494
H 3.963 2.607 0.315
H 3.902 2.454 -1.432
H -1.395 -3.256 -1.691
H 1.538 -3.163 -0.826
H 0.704 -1.898 -1.749
H 0.918 -3.517 -2.435
H 0.151 -5.107 0.205
H -0.392 -5.483 -1.424
H -1.582 -5.228 -0.162
C -1.202 -0.779 -6.059
N -1.026 -0.357 -4.679
C -0.040 0.604 -4.240
C -0.272 0.603 -2.739
O 0.395 1.221 -1.915
N -1.312 -0.232 -2.442
C -1.702 -0.783 -3.614
N -2.662 -1.701 -3.677
H -0.776 -0.025 -6.715
H -2.260 -0.874 -6.300
H -0.699 -1.729 -6.250
H -0.219 1.592 -4.671
H 0.979 0.298 -4.489
H -3.242 -1.847 -2.868
H -2.962 -2.084 -4.558
*
```

---

- Among the records above, which one has the lowest calculated total energy?
  C43H65BBr2O11

---

- The lowest calculated total energy belongs to which entry?
  C43H65BBr2O11

---

- Among the records above, which one has the highest maximum force?
  C43H64O19